The following is a DFT calculation (the ωB97M-V functional and the def2-TZVPD basis) of a 2-piece molecular cluster, C3H3N3O overall in a non-equilibrium geometry.

Computed properties:
**LUMO**: 0.641 eV
**Total charge**: 0
**Maximum force**: 1.98 eV/Å
**HOMO**: -0.348 Eh
**Gap between HOMO and LUMO**: 10.12 eV

```
10
Properties=species:S:1:pos:R:3:mulliken_charge:R:1
O -0.1399 -0.4122 1.9053 -0.48
N -0.4242 1.8942 -0.4775 -0.46
N -2.1470 -0.4980 -1.0889 0.01
N -1.4778 -1.3734 -1.1004 -0.03
C 0.8377 -0.6268 1.2185 0.09
C 0.9706 -0.1859 -0.1809 -0.78
C 0.2248 0.8784 -0.4435 0.62
H 1.5805 -0.7146 -0.9071 0.37
H 1.7227 -1.1439 1.6281 0.35
H -1.4312 1.9367 -0.5757 0.32
```



The following is a DFT calculation (the ωB97M-V functional and the def2-TZVPD basis) of one molecule with the formula C5H12NPS in a non-equilibrium geometry.

Computed properties:
**LUMO**: 0.659 eV
**Total charge**: 0
**Maximum force**: 8.05 eV/Å
**HOMO**: -0.280 Eh
**Gap between HOMO and LUMO**: 8.28 eV

```
20
Properties=species:S:1:pos:R:3:mulliken_charge:R:1
S -0.4645 -1.8100 -2.2028 -0.06
P 0.3608 1.0950 -0.1229 -0.26
N -0.9987 0.2416 -0.2974 -0.33
C 0.7674 0.6886 1.6467 -0.42
C -1.4343 -0.7537 -1.1042 0.59
C 1.2895 -1.0636 -2.1426 -0.92
C 1.6678 1.6780 2.3558 -1.28
C -2.8712 -1.2922 -0.8973 -0.89
H -3.0897 -1.0278 0.1538 0.27
H -0.1215 0.6940 2.1470 0.40
H 1.8825 1.4563 3.4306 0.33
H 1.7625 -1.7260 -2.8987 0.32
H 1.2103 2.6407 2.4705 0.36
H 2.5636 1.8445 1.8328 0.37
H 1.5281 -0.0067 -2.3792 0.34
H 1.2917 -0.2214 1.6581 0.31
H -3.6853 -0.8899 -1.5301 0.23
H -0.3955 2.2664 0.1426 0.04
H 1.4754 -1.3888 -1.1587 0.30
H -2.7388 -2.4251 -1.1040 0.29
```